[1]
{"formula": "C17H16NP", "method": "ωB97M-V/def2-TZVPD", "elements": ["P", "N", "C", "C", "C", "C", "C", "C", "C", "C", "C", "C", "C", "C", "C", "C", "C", "C", "C", "H", "H", "H", "H", "H", "H", "H", "H", "H", "H", "H", "H", "H", "H", "H", "H"], "coordinates": [[-0.9206, -0.8487, 0.4992], [2.1468, 2.1862, 1.3442], [-3.3480, -1.8681, -0.6626], [2.9085, 3.1674, -2.6373], [-3.9428, -4.2286, -0.4063], [3.4315, 3.6375, -0.3062], [2.0034, 2.1801, -2.2639], [-0.6749, -0.1912, 2.1684], [-2.0531, -3.3071, 0.8275], [1.2677, 1.1177, 1.2107], [0.1722, -0.1320, -0.7704], [2.5436, 2.6549, 0.1060], [0.7416, 0.2598, 2.3627], [-4.1441, -3.0068, -0.9626], [3.6246, 3.8849, -1.6669], [-2.9360, -4.3302, 0.5494], [1.0362, 0.9222, -0.1570], [1.8690, 1.9198, -0.8606], [-2.2429, -2.0786, 0.1621], [2.5335, 2.4937, 2.2340], [4.0036, 4.1878, 0.4647], [3.0196, 3.4451, -3.7129], [-3.5412, -0.8821, -1.0894], [1.4422, -0.5813, 2.4745], [0.7951, -0.9311, -1.2165], [4.3862, 4.6290, -1.9602], [0.8392, 0.8069, 3.3071], [-4.5715, -5.0624, -0.6316], [-1.2766, -3.4736, 1.5439], [-1.3549, 0.6218, 2.3231], [-5.0050, -2.9250, -1.6329], [-0.4097, 0.3469, -1.5927], [-2.7524, -5.2824, 1.0454], [-0.9921, -0.9431, 2.8847], [1.4012, 1.6108, -2.9776]], "forces_ev_per_a": [[-0.29, -0.92, -0.37], [0.34, -0.01, 0.92], [0.14, -1.23, -0.14], [-0.48, 0.06, -0.97], [0.83, 0.13, 1.07], [0.95, 0.84, 0.51], [0.32, 0.17, 1.31], [-0.80, -0.07, -0.18], [-1.46, 0.07, -0.92], [-0.42, -0.31, -1.75], [-0.26, 0.32, -1.15], [-0.24, -0.23, -0.36], [1.61, 0.73, 0.01], [-0.85, 1.78, -0.96], [0.38, 0.10, 0.68], [0.57, -1.11, 0.42], [0.99, 0.94, 1.49], [-1.56, -1.48, -1.16], [1.07, 0.81, 0.76], [-0.22, -0.16, -0.55], [-0.30, -0.20, -0.65], [0.00, -0.38, 1.02], [0.03, -0.43, 0.07], [-0.33, -0.06, -0.15], [-0.29, 0.37, 0.13], [-0.64, -0.44, 0.13], [-0.14, 0.16, -0.08], [-0.26, -0.34, -0.16], [0.48, 0.15, 0.07], [-0.25, 0.78, 0.23], [0.36, 0.32, 0.06], [0.33, -0.40, 0.43], [-0.20, 0.08, -0.05], [0.27, -0.30, 0.10], [0.33, 0.25, 0.18]], "smiles": "c1ccc(P2CCc3[nH]c4ccccc4c3C2)cc1", "e_above_lowest_kcal_mol": 0.0, "fmax_ev_per_a": 2.45}

---

[2]
{"formula": "C17H17BrCaN8O6S2", "method": "ωB97M-V/def2-TZVPD", "elements": ["Br", "Ca", "S", "S", "O", "O", "O", "O", "O", "O", "N", "N", "N", "N", "N", "N", "N", "N", "C", "C", "C", "C", "C", "C", "C", "C", "C", "C", "C", "C", "C", "C", "C", "C", "C", "H", "H", "H", "H", "H", "H", "H", "H", "H", "H", "H", "H", "H", "H", "H", "H", "H"], "coordinates": [[-0.0536, -6.3707, 0.0138], [-0.2356, 0.2563, -0.8463], [1.7386, 4.0036, -0.3648], [-0.9085, 1.5796, 1.5144], [1.5335, -1.6410, 2.5573], [-0.6738, -1.4078, -2.1596], [-0.6847, 0.8429, 2.7309], [0.6204, -1.0647, 0.6492], [-1.8447, 0.9105, 0.5834], [1.3867, -0.6057, -2.2048], [1.5073, 2.2630, -3.3834], [-1.7966, -1.9854, 1.3486], [-0.6676, -2.1498, 2.1768], [-0.3700, 1.4401, -4.5298], [-0.6217, 1.9626, -2.4110], [0.1891, 1.8607, -3.4324], [0.4280, 1.9376, 0.6720], [-1.8124, 1.5801, -2.8494], [-2.5062, 3.6618, 2.5730], [-0.5014, 4.0501, 1.2526], [1.1176, -2.9645, -2.0228], [-2.6553, 5.0366, 2.6790], [0.4868, -1.5888, 1.7447], [-1.7407, 5.9035, 2.0781], [2.1646, -5.4913, -1.5420], [0.3768, -3.8848, -1.2924], [2.8842, -4.5671, -2.2880], [0.5805, -1.5758, -2.1806], [1.4423, -2.3184, 3.8111], [2.3727, -3.2975, -2.5118], [0.5661, 3.2806, 0.5287], [0.9217, -5.1303, -1.0472], [-0.6564, 5.4220, 1.3592], [-1.6271, 1.2569, -4.1273], [-1.4178, 3.2128, 1.8497], [-3.4906, 5.4420, 3.2340], [-2.1811, -1.0498, 1.4645], [-1.8828, 6.9715, 2.1756], [0.8201, -1.7503, 4.5062], [3.8554, -4.8389, -2.6799], [2.0545, 1.4720, -3.7074], [-2.4031, 0.8919, -4.7754], [1.7228, 2.5025, -2.4135], [2.9427, -2.5575, -3.0563], [2.4562, -2.3562, 4.1943], [-0.8290, -2.1157, 3.1744], [0.0579, 6.0823, 0.8861], [-0.5979, -3.6066, -0.9136], [1.0559, -3.3287, 3.6774], [-2.4824, -2.6787, 1.6127], [2.5645, -6.4756, -1.3422], [-3.2056, 2.9785, 3.0342]], "forces_ev_per_a": [[0.01, 0.01, -0.02], [-0.07, 0.34, -0.32], [0.06, 0.08, -0.07], [-0.30, 0.38, 0.48], [0.04, -0.03, -0.02], [0.10, -0.78, -0.48], [0.02, -0.07, 0.01], [0.32, -0.69, 0.77], [-0.09, 0.40, 0.85], [0.21, -0.22, -0.33], [-0.12, -0.10, -0.17], [0.10, 0.09, 0.06], [-0.28, -0.01, 0.12], [-0.01, 0.09, 0.04], [-0.13, 0.51, -0.68], [-0.01, 0.23, -0.12], [-0.30, 0.58, 0.52], [0.15, -0.01, -0.03], [0.07, 0.06, -0.03], [0.17, 0.00, -0.08], [0.13, 0.05, -0.05], [0.01, 0.05, 0.00], [0.13, 0.04, -0.09], [-0.03, -0.05, 0.02], [0.00, 0.01, -0.01], [-0.06, -0.02, -0.03], [-0.03, 0.01, 0.01], [0.02, -0.53, -0.57], [-0.03, 0.05, -0.04], [0.03, -0.07, 0.03], [-0.03, -0.25, 0.09], [-0.01, -0.04, 0.02], [0.01, 0.02, 0.00], [-0.12, 0.00, -0.06], [-0.23, 0.06, 0.05], [0.00, 0.01, 0.00], [-0.02, -0.09, 0.02], [0.00, 0.01, 0.01], [-0.01, -0.02, 0.01], [0.00, -0.01, 0.00], [0.12, -0.02, 0.20], [0.00, -0.02, 0.00], [0.04, 0.02, -0.01], [-0.01, 0.02, 0.01], [0.00, -0.01, 0.01], [0.05, 0.00, -0.04], [0.00, 0.00, 0.00], [0.02, 0.02, 0.00], [0.01, -0.01, 0.03], [0.05, -0.08, -0.08], [0.00, 0.00, 0.00], [0.00, -0.02, -0.01]], "e_above_lowest_kcal_mol": 39.7, "fmax_ev_per_a": 1.08}

---

[3]
{"formula": "C17H17Cl2NO3", "method": "ωB97M-V/def2-TZVPD", "elements": ["Cl", "Cl", "O", "O", "O", "N", "C", "C", "C", "C", "C", "C", "C", "C", "C", "C", "C", "C", "C", "C", "C", "C", "C", "H", "H", "H", "H", "H", "H", "H", "H", "H", "H", "H", "H", "H", "H", "H", "H", "H"], "coordinates": [[1.2953, 0.1967, 1.9481], [5.2249, -2.4839, -0.4925], [-2.4087, -2.0334, 0.9636], [-4.6929, -1.9028, -0.8162], [2.0176, 3.3893, -0.4294], [0.2350, 2.0041, -0.3242], [-4.4016, 0.5098, -0.8440], [-3.0644, -3.2737, 0.8279], [-2.6214, 1.5288, 0.4082], [-0.7658, 3.0440, -0.2749], [-4.0348, -0.7622, -0.4214], [-3.7077, 1.6379, -0.4449], [4.1636, -1.1267, -0.4446], [-1.8196, 2.7385, 0.7972], [1.5542, 2.2695, -0.3601], [-2.2586, 0.2639, 0.8424], [3.2460, -1.0224, 0.5882], [-5.8275, -1.7788, -1.6350], [2.4335, 1.0488, -0.3650], [3.3863, 0.9302, -1.3714], [-2.9358, -0.8869, 0.4483], [4.2451, -0.1506, -1.4266], [2.3880, 0.0658, 0.6196], [-2.4742, 3.6055, 0.8941], [-0.0998, 1.0536, -0.2698], [-1.2549, 3.1344, -1.2523], [-6.6112, -1.1844, -1.1541], [-5.5802, -1.3396, -2.6071], [-4.0238, 2.6068, -0.8008], [-4.0777, -3.2409, 1.2342], [-2.4643, -3.9748, 1.4081], [-0.2415, 3.9773, -0.0565], [-1.3188, 2.5709, 1.7513], [-5.2438, 0.6316, -1.5057], [-1.4350, 0.1292, 1.5265], [4.9745, -0.2355, -2.2158], [-6.1888, -2.7956, -1.7837], [-3.1031, -3.6020, -0.2126], [3.2013, -1.7733, 1.3608], [3.4443, 1.7103, -2.1148]], "forces_ev_per_a": [[-0.08, -0.11, 0.39], [0.15, -0.18, -0.01], [0.03, 0.41, -0.13], [0.40, 0.16, 0.26], [0.23, 0.25, -0.05], [-0.37, -0.05, -0.09], [-0.06, -0.09, -0.06], [-0.13, -0.51, 0.01], [-0.09, 0.00, 0.10], [-0.03, 0.32, 0.13], [-0.04, -0.19, 0.01], [0.04, -0.02, 0.04], [-0.25, 0.28, 0.06], [0.11, -0.02, -0.27], [-0.08, -0.35, -0.06], [-0.22, -0.14, -0.06], [0.06, -0.04, -0.08], [-0.18, 0.01, -0.14], [0.14, -0.02, 0.16], [-0.09, -0.03, 0.10], [0.06, 0.02, 0.01], [-0.01, -0.05, 0.04], [0.22, 0.06, -0.38], [0.00, 0.01, 0.05], [0.20, 0.00, -0.06], [0.03, 0.10, 0.10], [0.03, -0.01, -0.03], [-0.02, 0.00, 0.04], [-0.04, 0.12, -0.04], [0.07, -0.01, -0.03], [-0.06, 0.03, -0.04], [-0.10, -0.09, -0.08], [0.00, 0.07, 0.04], [-0.09, -0.05, -0.06], [0.09, -0.02, 0.09], [0.07, -0.03, -0.06], [-0.03, 0.09, -0.03], [0.00, 0.01, 0.12], [0.00, -0.05, 0.06], [0.02, 0.08, -0.06]], "smiles": "COc1ccc(CCNC(=O)c2ccc(Cl)cc2Cl)cc1OC", "e_above_lowest_kcal_mol": 2.5, "fmax_ev_per_a": 0.53}

---

| no. | frontier orbital gap (eV) | E_HOMO (eV) |
| --- | --- | --- |
| 1 | 7.3 | -6.515 |
| 2 | 8.2 | -8.572 |
| 3 | 8.9 | -8.194 |